This record from the Open Molecules 2025 dataset describes an isolated molecule of C5H9N3O. The level of theory is the ωB97M-V functional and the def2-TZVPD basis.

multiplicity: 1
gap between HOMO and LUMO: 9.33 eV
SMILES: [H]/N=C(\N)CC(=O)C(=C)N
energy above the lowest of the compared OMol25 structures with the same formula, charge and spin: 106.6 kJ/mol
E: -435.417111 a.u.

Structure (XYZ):
```
18
Properties=species:S:1:pos:R:3:forces:R:3:mulliken_charge:R:1
H -3.880 -0.385 0.500 0.05 0.10 -0.22 0.2231
N -2.996 -0.311 0.997 -0.44 -0.34 0.71 -0.6547
C -2.015 0.030 0.286 0.20 0.11 0.01 0.4611
N -2.049 0.382 -1.042 0.32 0.03 -0.64 -0.4374
C -0.662 0.186 0.938 -0.30 -0.02 -0.13 -0.4622
C 0.393 -0.701 0.317 0.02 0.13 -0.12 0.2766
O 0.228 -1.882 0.112 0.01 0.18 0.18 -0.5615
C 1.703 -0.060 -0.027 0.21 0.50 -0.11 0.8378
C 1.778 1.153 -0.596 -0.10 -0.32 0.23 -1.1968
N 2.790 -0.838 0.283 0.36 -0.27 -0.11 -0.5206
H -2.854 0.081 -1.571 0.13 0.05 0.05 0.2219
H -1.174 0.354 -1.558 -0.37 -0.03 0.14 0.2268
H -0.771 -0.121 1.979 0.04 0.05 -0.04 0.2079
H -0.361 1.234 0.909 0.04 -0.09 0.05 0.3465
H 2.727 1.562 -0.895 0.22 0.04 -0.11 0.2619
H 0.917 1.766 -0.778 -0.27 0.06 0.05 0.2854
H 2.579 -1.822 0.357 0.07 -0.04 -0.06 0.2568
H 3.647 -0.627 -0.211 -0.18 -0.12 0.13 0.2273
```
Positions in Å, forces in eV/Å.



This record from the Open Molecules 2025 dataset describes a cluster of 2 separate species, C5H9N3O2P in total at a distorted geometry. The level of theory is the ωB97M-V functional and the def2-TZVPD basis.

multiplicity: 1
net charge: -1
gap between HOMO and LUMO: 6.98 eV
energy above the lowest of the compared OMol25 structures with the same formula, charge and spin: 0.0 kJ/mol
E: -852.023670 a.u.

Structure (XYZ):
```
20
Properties=species:S:1:pos:R:3:forces:R:3:mulliken_charge:R:1
C 1.307 1.782 -0.036 -0.18 0.66 -0.02 -0.1960
C 0.720 3.047 0.056 0.00 -0.08 -0.08 -0.6688
C -2.990 -0.239 -1.586 0.37 0.41 1.10 -0.8432
C 1.643 -0.971 1.150 -0.09 0.13 -0.14 -1.3045
C 0.560 -0.601 0.141 -0.01 -0.95 0.07 -0.0839
N -0.579 2.659 0.263 0.55 -0.62 -0.06 0.0993
N -0.816 1.350 0.311 0.27 0.16 0.16 -0.4113
N 0.361 0.821 0.123 -0.19 1.20 -0.02 0.5258
O -2.290 -1.164 0.878 0.56 -0.06 -0.10 -0.7717
O -3.822 0.869 0.797 0.09 0.83 -0.14 -0.7299
P -2.916 -0.062 0.093 -1.32 -1.27 -0.65 0.8515
H 2.333 1.521 -0.210 0.08 -0.10 0.01 0.3145
H -2.226 -0.852 -2.033 0.09 -0.24 -0.13 0.2648
H -3.329 0.613 -2.148 -0.17 0.18 -0.18 0.2424
H 1.397 -0.550 2.122 -0.02 -0.03 0.10 0.3516
H 2.618 -0.589 0.847 0.05 -0.04 0.04 0.3606
H 1.705 -2.052 1.243 0.00 -0.08 -0.01 0.3621
H -0.407 -1.044 0.411 0.12 -0.02 -0.07 0.2713
H 0.844 -0.931 -0.866 -0.11 0.12 0.12 0.1715
H -1.374 3.268 0.381 -0.09 -0.20 0.02 0.1941
```
Positions in Å, forces in eV/Å.



This record from the Open Molecules 2025 dataset describes a cluster of 3 separate species, C5H9N3O4P in total at a distorted geometry. The level of theory is the ωB97M-V functional and the def2-TZVPD basis.

multiplicity: 1
net charge: -1
gap between HOMO and LUMO: 9.20 eV
E: -1002.682931 a.u.

Structure (XYZ):
```
22
Properties=species:S:1:pos:R:3:forces:R:3:mulliken_charge:R:1
C -3.017 0.009 -0.846 0.58 1.20 1.12 -0.3499
C -2.147 -0.236 0.183 -0.21 1.24 -1.74 -0.3629
C -1.641 1.623 -0.776 0.43 1.80 -3.92 -0.2526
C 1.736 0.059 -2.068 -0.89 -0.36 0.61 -0.6737
C 0.637 -1.010 -1.830 -1.33 2.14 -2.88 0.6990
N -2.693 1.205 -1.444 -0.91 -0.55 0.01 -0.6329
N -1.238 0.793 0.128 -1.34 -2.28 1.92 0.1207
N 1.290 -0.625 3.969 -1.24 -1.39 -1.31 -0.7260
O 1.408 0.809 0.661 -0.51 0.69 0.35 -0.7187
O 0.871 -1.399 -0.643 0.15 -1.42 3.45 -0.3594
O 3.322 -0.856 0.135 -1.17 0.66 -0.37 -0.7436
O -0.314 -1.303 -2.520 0.68 -0.39 0.03 -0.6286
P 2.034 -0.178 -0.232 2.65 -1.83 -1.03 0.8138
H -3.903 -0.527 -1.025 -0.80 -0.56 -0.63 0.4222
H -2.064 -1.064 0.790 0.34 -1.36 1.32 0.4351
H 2.377 -0.390 -2.828 0.52 0.57 0.31 0.3141
H 1.299 1.023 -2.329 0.20 -0.14 -0.31 0.2590
H -0.456 0.866 0.709 1.85 0.25 0.72 0.2733
H 1.543 -0.859 2.956 -0.63 0.90 1.98 0.2793
H 1.670 0.246 4.246 0.72 0.89 -0.16 0.2298
H 0.261 -0.492 4.075 1.16 -0.38 -0.54 0.2148
H -0.973 2.308 -1.312 -0.26 0.33 1.07 0.3874
```
Positions in Å, forces in eV/Å.



This record from the Open Molecules 2025 dataset describes a structure of composition C5H9N3O4S at a distorted geometry. The level of theory is the ωB97M-V functional and the def2-TZVPD basis.

multiplicity: 1
gap between HOMO and LUMO: 10.20 eV
energy above the lowest of the compared OMol25 structures with the same formula, charge and spin: 28.7 kJ/mol
E: -1059.288683 a.u.

Structure (XYZ):
```
22
Properties=species:S:1:pos:R:3:forces:R:3:mulliken_charge:R:1
C 2.968 -0.321 0.212 -0.42 -1.97 -0.83 -0.3174
C 2.121 -1.411 0.280 1.30 -1.73 0.05 -0.4092
C 0.860 0.354 0.077 1.80 -1.94 -0.51 -0.5312
C 2.572 2.148 -0.012 -1.72 -2.10 -2.85 -0.9153
C -2.496 -1.622 -0.733 4.71 -1.05 2.05 0.1107
N 2.159 0.746 0.034 -1.03 0.85 0.45 0.1393
N 0.858 -0.984 0.158 -0.89 1.10 1.02 -0.1141
N -1.598 -1.509 0.273 -1.52 -1.33 -2.52 -0.5569
O -3.504 0.074 1.470 -0.51 0.11 0.05 -0.6629
O -2.086 0.896 -0.243 0.88 1.83 -0.75 -0.6433
O -4.507 1.258 -0.427 -0.76 0.70 -0.47 -0.5921
O -3.538 -0.914 -0.820 -1.35 0.10 -0.47 -0.3270
S -3.423 0.544 0.111 -0.51 -0.06 1.28 1.0753
H 3.993 -0.385 -0.105 0.29 0.55 0.58 0.3202
H 2.362 -2.518 0.363 -0.28 1.84 -0.13 0.3569
H -0.065 0.865 -0.046 -0.25 0.97 0.05 0.7515
H 2.066 2.584 0.754 -0.60 1.82 2.44 0.3593
H 3.607 2.188 -0.068 1.76 0.46 0.28 0.3292
H 2.106 2.488 -0.932 0.39 0.62 -0.18 0.3538
H -2.230 -2.280 -1.590 -0.56 0.25 0.74 0.3748
H -0.340 -1.413 0.341 -0.32 -0.97 -1.18 0.5668
H -1.886 -0.790 0.904 -0.41 -0.04 0.89 0.3315
```
Positions in Å, forces in eV/Å.



This record from the Open Molecules 2025 dataset describes an isolated molecule of C5H9N5O. The level of theory is the ωB97M-V functional and the def2-TZVPD basis.

multiplicity: 1
gap between HOMO and LUMO: 8.64 eV
SMILES: CCCOc1nnc(N)nn1
energy above the lowest of the compared OMol25 structures with the same formula, charge and spin: 230.3 kJ/mol
E: -544.868076 a.u.

Structure (XYZ):
```
20
Properties=species:S:1:pos:R:3:forces:R:3:mulliken_charge:R:1
C -2.761 -1.522 0.408 0.09 -0.10 -0.14 -1.1889
C -1.911 -0.496 -0.354 -0.15 -0.23 -0.03 -0.1373
C -0.917 -1.189 -1.276 -0.16 -0.39 -0.05 -0.7102
O 0.098 -0.301 -1.776 -0.30 0.26 -0.09 -0.3863
C 0.889 0.271 -0.878 0.20 -0.13 0.05 0.6574
N 1.336 1.486 -1.199 0.07 -0.04 -0.04 -0.2611
N 2.139 2.056 -0.345 0.07 -0.04 0.02 -0.3491
C 2.455 1.397 0.774 0.01 -0.11 0.06 0.5076
N 3.330 2.008 1.701 0.04 0.17 -0.25 -0.5326
N 2.017 0.176 1.074 0.01 0.16 0.05 -0.5445
N 1.208 -0.402 0.225 -0.12 0.07 0.02 0.0212
H -2.175 -2.415 0.645 -0.01 0.10 0.08 0.3337
H -3.615 -1.851 -0.190 0.04 0.02 0.07 0.3096
H -3.132 -1.111 1.347 -0.07 0.00 -0.09 0.3285
H -2.567 0.126 -0.967 0.14 0.21 0.16 0.2883
H -1.386 0.141 0.361 0.01 -0.02 -0.08 0.3008
H -0.459 -2.056 -0.793 0.08 0.19 0.05 0.4033
H -1.425 -1.541 -2.175 0.10 0.02 0.03 0.3689
H 4.044 2.510 1.183 -0.05 0.02 0.04 0.3083
H 2.832 2.711 2.237 0.00 -0.15 0.14 0.2824
```
Positions in Å, forces in eV/Å.



This record from the Open Molecules 2025 dataset describes a cluster of 3 separate species, C5H9NO in total at a distorted geometry. The level of theory is the ωB97M-V functional and the def2-TZVPD basis.

multiplicity: 1
gap between HOMO and LUMO: 8.66 eV
energy above the lowest of the compared OMol25 structures with the same formula, charge and spin: 529.8 kJ/mol
E: -325.735763 a.u.

Structure (XYZ):
```
16
Properties=species:S:1:pos:R:3:forces:R:3:mulliken_charge:R:1
C 1.944 1.090 0.187 0.42 -0.16 -0.09 -0.7281
O 0.624 0.198 -0.955 -0.13 -0.15 0.16 -0.4770
C -0.231 -0.570 -0.503 -0.02 0.17 0.03 0.9680
C -1.505 -0.728 -1.262 0.03 -0.04 -0.06 -1.0905
C -0.123 -1.196 0.851 0.08 0.00 -0.04 -1.1596
C -0.143 1.950 0.700 -1.15 0.07 0.19 -0.0985
N -1.295 1.922 0.905 0.96 0.02 -0.15 -0.5442
H 2.079 2.053 -0.280 -0.09 -0.14 0.07 0.3255
H 1.928 1.105 1.267 -0.07 0.01 -0.15 0.3879
H 2.554 0.296 -0.235 -0.12 0.10 0.06 0.3784
H -1.950 -1.719 -1.154 0.08 0.13 0.01 0.3653
H -1.376 -0.459 -2.312 0.00 -0.02 0.16 0.3247
H -2.168 0.017 -0.791 0.07 -0.09 -0.04 0.2685
H -0.644 -0.507 1.530 0.06 -0.11 -0.08 0.3355
H 0.919 -1.280 1.168 -0.16 0.03 -0.03 0.3168
H -0.612 -2.173 0.885 0.06 0.18 -0.04 0.4272
```
Positions in Å, forces in eV/Å.



This record from the Open Molecules 2025 dataset describes a cluster of 2 separate species, C5H9NO in total at a distorted geometry. The level of theory is the ωB97M-V functional and the def2-TZVPD basis.

multiplicity: 1
gap between HOMO and LUMO: 3.33 eV
energy above the lowest of the compared OMol25 structures with the same formula, charge and spin: 767.1 kJ/mol
E: -325.645376 a.u.

Structure (XYZ):
```
16
Properties=species:S:1:pos:R:3:forces:R:3:mulliken_charge:R:1
C 1.692 -1.213 2.422 -3.44 1.63 0.69 0.0652
N 0.641 -0.986 1.554 0.96 -1.16 -2.29 -0.3902
C 0.907 -1.687 0.196 -1.90 1.29 2.17 -0.5758
C -2.236 0.791 -0.795 0.19 2.10 -2.12 -0.6321
C -1.157 1.688 -0.741 1.06 -0.47 1.84 0.3059
C -0.211 1.841 -1.709 -1.82 -1.75 -2.40 -0.7060
O 2.479 -2.103 2.397 2.31 -1.80 -0.31 -0.5065
H 1.547 -0.581 3.329 0.44 0.10 -0.21 0.3398
H 1.446 -0.875 -0.345 0.20 -0.81 -0.30 0.1842
H -0.100 -1.787 -0.304 0.91 0.06 0.41 0.1643
H -2.403 0.437 -1.857 0.00 -0.37 1.54 0.2634
H -0.863 2.226 0.160 -1.00 0.12 0.22 0.3030
H -3.112 1.053 -0.193 0.43 -0.94 0.20 0.2954
H 1.383 -2.683 0.330 0.17 1.01 -0.38 0.3472
H 0.361 2.725 -1.864 0.79 0.24 0.38 0.3230
H -0.375 1.154 -2.580 0.71 0.77 0.55 0.2193
```
Positions in Å, forces in eV/Å.



- What is the gap between HOMO and LUMO in the fifth record?
  8.64 eV